[1]
93
Properties=species:S:1:pos:R:3 method="wB97M-V/def2-TZVPD" de_lowest_ev=0.354 s2=8.8105 charge=+2 fmax_ev_per_a=4.3 gap_ev="6.545 / 4.730" multiplicity=6
Ru -1.674 1.540 1.572
Cl -4.945 -5.062 0.288
C -4.280 -3.507 0.324
C -4.305 -2.772 1.491
C -3.936 -1.438 1.583
C -3.309 -0.818 0.501
O -3.070 0.467 0.467
C -3.212 -1.629 -0.750
C -2.562 -1.124 -1.968
O -1.610 -0.330 -2.020
C -3.828 -2.898 -0.845
H -4.533 -3.294 2.418
H -4.262 -0.877 2.465
H -2.989 -1.503 -2.900
H -3.840 -3.405 -1.823
C 1.046 4.404 3.577
C -0.282 3.883 3.240
O -0.334 2.912 2.387
N -1.389 4.485 3.703
C -2.794 4.088 3.355
C -3.204 2.827 4.076
C -3.926 2.919 5.262
C -4.413 1.786 5.881
C -4.067 0.559 5.315
C -3.294 0.536 4.166
N -2.956 1.642 3.488
H 1.477 3.820 4.440
H 1.002 5.488 3.766
H 1.730 4.276 2.707
H -1.344 5.206 4.434
H -2.894 4.001 2.269
H -3.460 4.874 3.724
H -4.045 3.887 5.711
H -5.019 1.807 6.788
H -4.423 -0.380 5.678
H -2.967 -0.392 3.727
C 1.890 0.016 4.684
C 0.931 -1.045 4.149
C -0.130 -0.358 3.443
N -0.745 0.335 2.766
H 2.719 -0.458 5.181
H 1.399 0.684 5.406
H 2.286 0.618 3.851
H 0.476 -1.599 4.972
H 1.397 -1.684 3.378
C -1.855 3.020 -1.997
C -1.829 2.627 -0.579
O -2.656 3.092 0.277
N -0.937 1.693 -0.138
Te 1.310 0.727 -2.753
C 1.685 -0.444 -4.498
C 3.008 -0.746 -4.873
C 4.179 -0.243 -4.058
C 3.206 -1.662 -5.899
C 2.150 -2.270 -6.630
C 2.476 -3.376 -7.575
C 0.874 -1.794 -6.386
C 0.647 -0.831 -5.416
C -0.756 -0.367 -5.272
C 2.283 -0.490 -1.154
C 1.979 -1.818 -0.923
C 1.035 -2.576 -1.819
C 2.665 -2.528 0.068
C 3.554 -1.895 0.944
C 4.337 -2.666 1.943
C 3.762 -0.530 0.779
C 3.122 0.192 -0.216
C 3.423 1.633 -0.297
H -1.732 4.114 -2.053
H -2.858 2.782 -2.418
H -1.049 2.532 -2.604
H 4.293 0.821 -3.935
H 5.065 -0.611 -4.557
H 4.148 -0.719 -3.057
H 4.244 -1.960 -6.096
H 1.950 -4.287 -7.299
H 3.552 -3.553 -7.562
H 2.167 -3.103 -8.597
H 0.033 -2.077 -6.969
H -1.436 -0.916 -5.898
H -0.861 0.724 -5.526
H -1.111 -0.488 -4.229
H 1.485 -2.593 -2.828
H 0.094 -2.079 -1.917
H 0.902 -3.598 -1.462
H 2.424 -3.595 0.234
H 3.769 -3.482 2.386
H 4.830 -2.030 2.669
H 5.176 -3.200 1.491
H 4.519 -0.024 1.372
H 3.504 2.107 0.688
H 2.594 2.159 -0.800
H 4.318 1.841 -0.889

***

[2]
128
Properties=species:S:1:pos:R:3 method="wB97M-V/def2-TZVPD" smiles="CCCO[C@](CCOC=O)(CCN(CC)C(C)=O)OC(=O)CCC(F)=C(F)F.FC(F)C(F)(F)COC(F)(F)C(F)F.FC(F)C(F)(F)COC(F)(F)C(F)F.FC(F)C(F)(F)COC(F)(F)C(F)F.FC(F)C(F)(F)COC(F)(F)C(F)F" fmax_ev_per_a=1.8 gap_ev=8.792
C 6.553 3.094 -0.612
C 6.304 2.443 -1.986
C 5.075 1.516 -2.053
O 4.210 1.737 -0.947
C 2.896 1.325 -1.117
C 2.247 1.545 0.246
C 2.276 3.011 0.670
O 2.126 3.063 2.110
C 0.839 2.881 2.478
O 0.456 1.877 3.006
C 2.793 -0.119 -1.606
C 1.594 -0.926 -1.102
N 1.642 -2.270 -1.713
C 2.098 -3.329 -0.776
C 3.388 -2.993 -0.044
C 0.318 -2.650 -2.149
C 0.232 -3.186 -3.555
O -0.652 -2.543 -1.445
O 2.328 2.268 -2.097
C 1.145 1.951 -2.698
O 1.123 1.428 -3.781
C -0.114 2.341 -1.957
C -1.346 2.428 -2.865
C -2.612 2.144 -2.134
F -2.674 2.570 -0.842
C -3.743 1.633 -2.664
F -3.835 0.404 -3.137
F -4.887 2.265 -2.757
H 7.627 3.110 -0.419
H 6.240 4.137 -0.608
H 6.097 2.541 0.205
H 6.216 3.212 -2.754
H 7.177 1.836 -2.228
H 4.554 1.676 -2.999
H 5.418 0.477 -2.075
H 2.853 1.012 0.980
H 1.214 1.205 0.241
H 1.498 3.608 0.188
H 3.235 3.471 0.447
H 0.175 3.735 2.267
H 3.699 -0.645 -1.306
H 2.773 -0.165 -2.696
H 0.666 -0.457 -1.441
H 1.519 -0.978 -0.013
H 2.301 -4.206 -1.401
H 1.312 -3.631 -0.075
H 3.248 -2.195 0.688
H 3.705 -3.864 0.531
H 4.158 -2.695 -0.754
H -0.489 -4.003 -3.568
H 1.204 -3.522 -3.907
H -0.152 -2.400 -4.208
H 0.069 3.297 -1.464
H -0.314 1.612 -1.169
H -1.282 1.708 -3.683
H -1.452 3.452 -3.234
F -2.043 3.431 6.539
C -1.660 3.786 5.297
F -0.956 4.940 5.401
C -2.858 4.016 4.375
F -3.589 5.057 4.820
F -2.313 4.383 3.172
C -3.773 2.820 4.079
O -4.973 2.727 4.818
C -5.035 2.099 6.029
F -3.887 1.469 6.336
F -6.001 1.155 5.949
C -5.462 3.064 7.143
F -4.584 4.080 7.249
F -5.483 2.394 8.317
H -1.003 3.016 4.883
H -4.104 2.978 3.054
H -3.215 1.882 4.081
H -6.455 3.464 6.931
F 2.123 -0.943 -5.326
C 1.848 -0.618 -6.602
F 0.670 -1.195 -6.935
C 2.932 -1.148 -7.552
F 2.945 -2.497 -7.518
F 2.530 -0.773 -8.803
C 4.361 -0.607 -7.394
O 5.280 -1.401 -6.666
C 5.374 -1.287 -5.310
F 4.638 -0.262 -4.839
F 6.666 -1.020 -5.000
C 5.011 -2.595 -4.595
F 3.755 -2.965 -4.905
F 5.060 -2.362 -3.265
H 1.747 0.466 -6.691
H 4.762 -0.594 -8.406
H 4.357 0.428 -7.050
H 5.695 -3.399 -4.869
F -6.542 -0.761 0.079
C -6.506 -0.267 -1.176
F -6.647 1.075 -1.089
C -7.643 -0.831 -2.030
F -8.832 -0.435 -1.531
F -7.496 -0.243 -3.255
C -7.662 -2.344 -2.285
O -8.523 -3.127 -1.483
C -8.133 -3.636 -0.277
F -6.825 -3.441 -0.040
F -8.336 -4.975 -0.319
C -9.001 -3.101 0.869
F -8.912 -1.760 0.941
F -8.556 -3.623 2.033
H -5.537 -0.494 -1.627
H -8.074 -2.444 -3.288
H -6.653 -2.755 -2.324
H -10.043 -3.387 0.714
F 2.068 -1.461 3.546
C 2.722 -0.398 4.064
F 3.871 -0.247 3.358
C 3.069 -0.622 5.535
F 3.927 -1.657 5.657
F 3.733 0.506 5.926
C 1.904 -0.792 6.520
O 1.559 -2.110 6.895
C 0.673 -2.864 6.179
F 0.073 -2.159 5.205
F -0.295 -3.271 7.034
C 1.330 -4.139 5.631
F 2.357 -3.830 4.816
F 0.413 -4.830 4.917
H 2.115 0.499 3.931
H 2.262 -0.340 7.444
H 1.033 -0.214 6.210
H 1.694 -4.755 6.454

***

[3]
103
Properties=species:S:1:pos:R:3 method="wB97M-V/def2-TZVPD" charge=+1 fmax_ev_per_a=1.4 gap_ev=8.203
C 0.052 0.170 2.294
C 1.449 0.597 1.892
O 2.394 -0.433 2.107
C 1.511 1.016 0.432
O 2.085 2.306 0.177
C 1.271 3.415 0.432
O -0.025 3.028 0.767
C -0.792 4.005 1.427
C -0.239 4.283 2.808
N 1.264 4.323 2.817
C 1.929 4.386 1.446
P 3.798 4.197 1.514
C 4.130 2.682 2.484
O 4.245 5.395 2.605
H 0.066 -0.112 3.343
H -0.258 -0.693 1.719
H -0.641 0.987 2.181
H 1.694 1.448 2.536
H 2.581 -0.475 3.057
H 0.559 0.886 -0.060
H 2.183 0.304 -0.029
H 1.214 3.991 -0.494
H -1.768 3.561 1.573
H -0.946 4.899 0.827
H -0.607 3.535 3.493
H -0.625 5.225 3.168
H 1.640 3.564 3.383
H 1.535 5.171 3.311
H 1.756 5.389 1.080
H 5.158 2.745 2.803
H 4.072 1.862 1.785
H 3.471 2.502 3.326
H 3.517 6.011 2.771
C 7.677 1.094 -3.350
C 6.600 1.870 -2.945
C 6.556 2.379 -1.658
C 7.602 2.099 -0.794
C 8.680 1.323 -1.178
C 8.713 0.818 -2.467
N 7.568 2.649 0.564
O 6.588 3.311 0.880
O 8.501 2.418 1.302
H 7.709 0.706 -4.359
H 5.798 2.081 -3.637
H 5.721 2.986 -1.338
H 9.484 1.113 -0.489
H 9.549 0.212 -2.785
C -4.858 -2.289 -0.546
C -4.288 -2.256 0.722
C -3.827 -1.058 1.241
C -3.948 0.092 0.478
C -4.510 0.075 -0.787
C -4.965 -1.127 -1.299
N -3.475 1.365 1.025
O -2.951 1.359 2.130
O -3.609 2.369 0.352
H -5.221 -3.222 -0.952
H -4.210 -3.171 1.295
H -3.382 -1.025 2.225
H -4.592 0.981 -1.369
H -5.406 -1.161 -2.285
C -4.658 -5.516 6.583
C -4.029 -6.662 6.116
C -3.855 -6.854 4.755
C -4.314 -5.885 3.882
C -4.948 -4.739 4.328
C -5.120 -4.558 5.690
N -4.117 -6.077 2.440
O -3.582 -7.098 2.069
O -4.501 -5.191 1.691
H -4.789 -5.369 7.646
H -3.672 -7.408 6.812
H -3.368 -7.744 4.388
H -5.307 -3.997 3.631
H -5.613 -3.669 6.055
C -6.520 -8.690 -0.922
C -6.873 -8.803 -2.260
C -6.693 -7.732 -3.119
C -6.157 -6.558 -2.621
C -5.804 -6.429 -1.291
C -5.989 -7.503 -0.438
N -5.952 -5.427 -3.538
O -6.288 -5.574 -4.695
O -5.458 -4.403 -3.092
H -6.658 -9.531 -0.254
H -7.287 -9.728 -2.636
H -6.968 -7.816 -4.160
H -5.387 -5.509 -0.911
H -5.715 -7.412 0.602
C 2.351 6.517 -5.688
C 3.602 7.067 -5.442
C 4.728 6.261 -5.439
C 4.580 4.908 -5.688
C 3.342 4.341 -5.929
C 2.222 5.155 -5.928
N 5.776 4.052 -5.709
O 6.848 4.572 -5.475
O 5.619 2.869 -5.958
H 1.475 7.152 -5.697
H 3.701 8.128 -5.257
H 5.703 6.684 -5.251
H 3.248 3.283 -6.121
H 1.247 4.728 -6.120